Below is 5 unconnected molecules or ions with the total composition C22H42BO16P2 at a distorted geometry, with properties calculated with ωB97M-V with the def2-TZVPD basis set.

Frontier orbital gap in Ha: 0.202
LUMO level in eV: 1.7
Charge: -1
E_HOMO in eV: -3.76

Each atom is followed by the atoms it is bonded to, with distances in Å.
Cartesian coordinates (Å):
1 C 1.865 1.320 4.000  C2 1.524, H18 1.094, H19 1.093, H20 1.091
2 C 2.888 0.326 4.537  C1 1.524, O3 1.420, H21 1.097, H22 1.095
3 O 2.718 -0.908 3.855  C2 1.420, B4 1.382
4 B 3.803 -1.763 3.802  O3 1.382, O5 1.404, P6 1.988
5 O 4.512 -1.970 4.996  B4 1.404, H23 0.964
6 P 4.520 -2.624 2.160  B4 1.988, O7 1.779, C8 1.952, P14 2.277, H24 1.479, H25 1.456
7 O 6.039 -1.739 2.430  P6 1.779, H26 0.962
8 C 3.830 -1.227 0.985  P6 1.952, C9 1.533, H27 1.095, H28 1.098
9 C 4.632 -1.089 -0.314  C8 1.533, C10 1.538, H29 1.095, H30 1.092
10 C 4.045 0.021 -1.202  C9 1.538, C11 1.506, H31 1.091, H32 1.097
11 C 2.811 -0.430 -1.936  C10 1.506, O12 1.209, O13 1.387
12 O 2.655 -1.522 -2.430  C11 1.209
13 O 1.833 0.544 -2.073  C11 1.387, H33 0.969
14 P 2.656 -3.873 1.767  P6 2.277, O15 1.484, O16 1.642, O17 1.649
15 O 1.322 -3.302 2.081  P14 1.484
16 O 2.833 -5.367 2.425  P14 1.642, H34 0.967
17 O 2.675 -4.244 0.161  P14 1.649, H35 0.969
18 H 1.793 2.188 4.662  C1 1.094
19 H 2.137 1.656 2.997  C1 1.093
20 H 0.884 0.845 3.941  C1 1.091
21 H 3.895 0.721 4.350  C2 1.097
22 H 2.747 0.199 5.616  C2 1.095
23 H 5.392 -1.583 4.928  O5 0.964
24 H 5.114 -3.279 0.975  P6 1.479
25 H 5.047 -3.711 2.974  P6 1.456
26 H 5.926 -0.806 2.225  O7 0.962
27 H 2.794 -1.478 0.734  C8 1.095
28 H 3.865 -0.265 1.515  C8 1.098
29 H 5.668 -0.827 -0.076  C9 1.095
30 H 4.604 -2.038 -0.853  C9 1.092
31 H 3.780 0.882 -0.586  C10 1.091
32 H 4.787 0.347 -1.942  C10 1.097
33 H 1.168 0.400 -1.383  O13 0.969
34 H 2.342 -5.980 1.861  O16 0.967
35 H 3.599 -4.380 -0.096  O17 0.969
36 O -1.800 1.767 -2.437  C37 1.201
37 C -1.586 0.708 -2.959  O36 1.201, O38 1.340, C41 1.517
38 O -0.995 -0.312 -2.322  C37 1.340, C39 1.443
39 C -0.770 -1.418 -3.221  O38 1.443, C40 1.526, H42 1.091, H43 1.086
40 C -1.779 -1.214 -4.347  C39 1.526, C41 1.529, H44 1.089, H45 1.090
41 C -1.893 0.310 -4.390  C37 1.517, C40 1.529, H46 1.092, H47 1.087
42 H 0.266 -1.367 -3.559  C39 1.091
43 H -0.914 -2.341 -2.668  C39 1.086
44 H -1.469 -1.665 -5.288  C40 1.089
45 H -2.740 -1.640 -4.060  C40 1.090
46 H -1.141 0.767 -5.036  C41 1.092
47 H -2.880 0.665 -4.676  C41 1.087
48 O -4.194 -1.608 -1.893  C49 1.197
49 C -4.834 -0.859 -1.213  O48 1.197, O50 1.356, C53 1.515
50 O -6.001 -1.232 -0.631  C49 1.356, C51 1.440
51 C -6.600 -0.107 0.039  O50 1.440, C52 1.523, H54 1.093, H55 1.087
52 C -5.457 0.863 0.307  C51 1.523, C53 1.528, H56 1.086, H57 1.089
53 C -4.536 0.589 -0.882  C49 1.515, C52 1.528, H58 1.092, H59 1.086
54 H -7.359 0.318 -0.623  C51 1.093
55 H -7.086 -0.465 0.944  C51 1.087
56 H -5.785 1.893 0.399  C52 1.086
57 H -4.951 0.595 1.232  C52 1.089
58 H -4.792 1.197 -1.752  C53 1.092
59 H -3.483 0.717 -0.653  C53 1.086
60 O -5.871 2.339 3.084  C61 1.192
61 C -6.879 1.962 3.597  O60 1.192, O62 1.360, C65 1.517
62 O -7.992 1.665 2.875  C61 1.360, C63 1.437
63 C -9.080 1.326 3.750  O62 1.437, C64 1.525, H66 1.092, H67 1.087
64 C -8.425 0.888 5.055  C63 1.525, C65 1.528, H68 1.088, H69 1.090
65 C -7.161 1.746 5.072  C61 1.517, C64 1.528, H70 1.091, H71 1.086
66 H -9.706 2.213 3.878  C63 1.092
67 H -9.670 0.545 3.276  C63 1.087
68 H -9.070 1.021 5.920  C64 1.088
69 H -8.152 -0.166 4.994  C64 1.090
70 H -7.328 2.722 5.531  C65 1.091
71 H -6.312 1.266 5.550  C65 1.086
72 O 6.994 2.401 -3.624  C73 1.194
73 C 5.970 2.580 -4.209  O72 1.194, O74 1.357, C77 1.518
74 O 5.404 3.809 -4.319  C73 1.357, C75 1.437
75 C 4.132 3.717 -4.980  O74 1.437, C76 1.524, H78 1.092, H79 1.087
76 C 4.193 2.424 -5.785  C75 1.524, C77 1.528, H80 1.088, H81 1.091
77 C 5.094 1.556 -4.908  C73 1.518, C76 1.528, H82 1.091, H83 1.086
78 H 3.348 3.694 -4.220  C75 1.092
79 H 4.002 4.605 -5.595  C75 1.087
80 H 3.211 1.997 -5.976  C76 1.088
81 H 4.676 2.608 -6.746  C76 1.091
82 H 4.522 1.021 -4.149  C77 1.091
83 H 5.703 0.855 -5.470  C77 1.086